Here is a molecular structure, C30H50GeHfN4OS3Si3 in a non-equilibrium geometry from the Open Molecules 2025 dataset. Energies are from ωB97M-V/def2-TZVPD.

Properties
Charge: +3
2S+1: 2
Relative energy (zero: lowest compared OMol25 entry of this formula, charge and spin) in eV: 1.840
Kohn-Sham gap (spin up / spin down) in eV: 6.530 / 5.842
Expectation value of S²: 0.758

Structure (XYZ):
```
93
C30H50GeHfN4OS3Si3 | the Open Molecules 2025 dataset | ωB97M-V/def2-TZVPD
Hf -0.739 -0.112 0.502
O 1.214 0.191 2.394
C 1.289 1.196 3.429
C 0.413 0.830 4.624
C -1.017 0.474 4.172
C -1.592 1.623 3.399
C -2.305 2.618 4.060
C -2.670 3.768 3.382
C -2.276 3.901 2.056
C -1.611 2.852 1.453
N -1.287 1.712 2.088
H 1.793 -0.520 2.707
H 0.945 2.122 2.973
H 2.324 1.338 3.744
H 0.387 1.675 5.314
H 0.839 -0.014 5.166
H -1.620 0.271 5.056
H -0.982 -0.424 3.553
H -2.560 2.489 5.102
H -3.227 4.546 3.880
H -2.488 4.801 1.503
H -1.296 2.919 0.413
C 0.787 -3.045 2.401
C -0.681 -2.894 2.526
N -1.366 -1.980 1.868
C -2.709 -2.053 2.176
C -3.013 -3.023 3.093
S -1.618 -3.881 3.575
C -3.681 -1.158 1.573
C -5.035 -1.352 1.653
S -5.881 -0.085 0.902
C -4.369 0.655 0.505
N -3.305 -0.010 0.900
C -4.427 1.937 -0.237
H 1.184 -2.330 1.676
H 1.033 -4.054 2.069
H 1.255 -2.908 3.375
H -3.973 -3.266 3.503
H -5.564 -2.158 2.115
H -5.302 2.507 0.079
H -4.544 1.744 -1.305
H -3.542 2.551 -0.101
S -1.624 1.066 -1.687
C -2.178 -0.544 -2.006
C -2.973 -0.815 -3.125
C -3.456 -2.092 -3.314
C -3.126 -3.075 -2.380
C -2.333 -2.733 -1.308
N -1.849 -1.496 -1.101
H -3.198 -0.013 -3.810
H -4.077 -2.322 -4.164
H -3.491 -4.081 -2.487
H -2.080 -3.468 -0.554
C 0.214 1.548 -4.392
Si 1.601 1.885 -3.139
C 3.247 1.779 -4.076
C 1.389 3.441 -2.055
Ge 1.427 0.045 -1.038
Si 3.748 0.684 -0.007
C 3.429 2.321 0.928
C 4.142 -0.799 1.148
C 5.241 0.891 -1.169
Si 1.659 -2.049 -2.370
C 3.418 -2.043 -3.089
C 0.402 -2.337 -3.768
C 1.455 -3.404 -1.028
H 0.497 1.975 -5.351
H -0.729 1.997 -4.105
H 0.040 0.490 -4.551
H 3.248 2.564 -4.830
H 3.354 0.837 -4.604
H 4.122 1.926 -3.458
H 1.098 4.285 -2.673
H 2.317 3.708 -1.561
H 0.621 3.312 -1.296
H 2.371 2.519 1.088
H 3.840 3.156 0.369
H 3.928 2.327 1.891
H 3.621 -0.783 2.099
H 5.201 -0.771 1.383
H 3.952 -1.755 0.669
H 5.245 1.851 -1.675
H 5.326 0.110 -1.916
H 6.145 0.858 -0.566
H 3.573 -1.180 -3.728
H 3.571 -2.929 -3.696
H 4.187 -2.035 -2.323
H 0.442 -1.556 -4.520
H -0.617 -2.401 -3.404
H 0.619 -3.270 -4.279
H 2.205 -3.302 -0.249
H 1.598 -4.384 -1.473
H 0.466 -3.390 -0.570
```